{"formula": "C3H5N5", "method": "ωB97M-V/def2-TZVPD", "elements": ["C", "C", "C", "H", "H", "H", "H", "H", "N", "N", "N", "N", "N"], "coordinates": [[2.362, -0.280, 0.472], [-2.047, -0.598, 0.154], [-0.301, 0.921, -0.086], [1.955, 0.774, 1.334], [3.210, -0.750, 0.713], [-0.907, -1.959, -0.852], [-2.814, -1.204, 0.541], [1.191, 1.675, -0.758], [1.560, -0.989, -0.240], [0.252, -0.346, -0.295], [-0.867, -1.264, -0.228], [-1.564, 0.696, 0.533], [0.232, 2.075, -0.372]], "atomic_forces_ev_per_a": [[-5.1, 3.0, 2.0], [8.2, 4.9, 1.6], [-0.6, 0.8, 1.0], [1.3, -3.2, -3.2], [3.6, -1.2, 0.5], [0.4, -3.3, -3.0], [-1.4, 0.0, 0.1], [-1.9, 1.9, 0.6], [-1.4, 2.8, 1.1], [-1.5, -2.7, -1.0], [-0.5, 3.3, 2.6], [-3.1, -2.9, -2.1], [1.9, -3.3, -0.2]], "lowdin_charge": [-0.047, -0.033, -0.552, 0.210, 0.000, 0.075, 0.099, 0.065, 0.056, -0.101, 0.052, 0.086, 0.089], "total_charge": 0, "e_tot_ha": -390.8796, "orbital_gap_ev": 8.469, "homo_ev": -8.47}

---

{"formula": "C3H5N5", "method": "ωB97M-V/def2-TZVPD", "elements": ["H", "N", "C", "N", "N", "N", "C", "C", "N", "H", "H", "H", "H"], "coordinates": [[-0.682, 1.600, -2.844], [0.077, 1.741, -1.955], [-0.458, 0.762, -1.176], [0.074, 0.466, 0.109], [1.371, 0.892, 0.499], [1.432, 0.102, 1.630], [0.701, -1.093, 1.625], [-0.170, -0.923, 0.273], [-1.327, -1.356, -0.144], [-1.616, -2.203, 0.375], [-1.186, 0.145, -1.573], [1.119, 1.834, 0.960], [0.665, -1.967, 2.222]], "atomic_forces_ev_per_a": [[3.0, 1.0, 2.6], [-4.9, -3.8, -0.2], [4.6, 5.8, -2.3], [-2.1, -1.0, -5.4], [-3.2, 0.3, 2.5], [0.5, -5.9, 3.0], [1.3, 6.3, -5.3], [-1.9, 0.7, 4.7], [1.9, -1.2, 1.1], [0.5, 0.3, -0.6], [-1.4, -1.1, 0.1], [1.2, -1.2, -1.2], [0.5, -0.1, 1.1]], "lowdin_charge": [0.103, 0.045, -0.234, -0.121, 0.020, -0.017, 0.059, -0.312, 0.083, 0.061, 0.058, 0.177, 0.077], "smiles": "[H]/N=C/n1[nH]nc/c1=N\\[H]", "total_charge": 0, "e_tot_ha": -390.8997, "orbital_gap_ev": 8.994, "homo_ev": -9.25}

---

{"formula": "C3H5N5OS", "method": "ωB97M-V/def2-TZVPD", "elements": ["N", "C", "O", "N", "S", "C", "N", "C", "N", "N", "H", "H", "H", "H", "H"], "coordinates": [[-1.215, -2.338, -1.036], [-1.118, -1.175, -0.299], [-2.039, -0.583, 0.224], [0.108, -0.727, -0.012], [1.467, -1.679, -0.326], [0.257, 0.539, 0.388], [1.553, 1.021, 0.458], [1.334, 2.356, 0.710], [0.091, 2.714, 0.716], [-0.606, 1.559, 0.422], [-0.362, -2.943, -1.217], [-2.086, -2.697, -1.222], [2.161, -0.469, -0.204], [2.070, 2.999, 0.906], [-1.613, 1.424, 0.491]], "atomic_forces_ev_per_a": [[3.8, 0.5, 0.4], [-1.5, -1.8, 0.4], [-1.6, 0.2, -0.7], [0.2, -1.1, -0.4], [1.6, 0.3, 0.0], [3.8, 2.7, -0.7], [-2.5, 0.1, 0.8], [-2.4, -3.4, -0.9], [-1.3, 0.3, -0.1], [0.5, -0.3, 0.9], [-1.8, 1.4, 0.2], [-2.2, -0.8, -0.3], [0.4, -0.7, -0.2], [2.8, 2.4, 0.6], [0.4, 0.4, 0.0]], "lowdin_charge": [0.157, -0.629, 0.056, -0.356, 0.861, -0.379, 0.060, -0.207, 0.061, 0.088, 0.078, 0.072, -0.082, 0.068, 0.151], "smiles": "NC(=O)N(S)c1ncn[nH]1", "total_charge": 0, "e_tot_ha": -864.5126, "orbital_gap_ev": 9.337, "homo_ev": -8.76}

---

{"formula": "C3H5NO", "method": "ωB97M-V/def2-TZVPD", "elements": ["O", "C", "C", "C", "N", "H", "H", "H", "H", "H"], "coordinates": [[2.281, 0.388, 0.137], [1.109, 0.188, -0.052], [-0.201, 0.945, 0.224], [-0.875, -0.430, -0.031], [0.429, -0.918, -0.484], [-0.239, 1.343, 1.241], [-0.452, 1.736, -0.489], [-1.250, -0.872, 0.904], [-1.591, -0.527, -0.843], [0.789, -1.854, -0.608]], "atomic_forces_ev_per_a": [[-0.3, 0.1, -0.2], [0.5, 0.1, 0.1], [0.0, 0.1, 0.1], [-0.2, -0.1, -0.1], [0.3, -0.2, 0.2], [-0.2, -0.1, -0.2], [0.1, -0.2, 0.1], [0.1, -0.1, -0.4], [-0.4, 0.3, 0.2], [-0.1, 0.1, 0.1]], "lowdin_charge": [0.073, -0.510, -0.051, -0.158, 0.069, 0.112, 0.111, 0.111, 0.103, 0.141], "smiles": "O=C1CCN1", "total_charge": 0, "e_tot_ha": -247.2933, "orbital_gap_ev": 10.781, "homo_ev": -9.79}

---

{"formula": "C3H5NO", "method": "ωB97M-V/def2-TZVPD", "elements": ["C", "O", "C", "C", "N", "H", "H", "H", "H", "H"], "coordinates": [[1.221, -0.056, 0.498], [0.674, -0.366, -0.760], [-0.900, -0.151, -0.998], [-1.395, 0.317, 0.264], [-1.145, 0.608, 1.365], [1.903, 0.807, 0.490], [1.624, -0.928, 1.035], [0.375, 0.293, 1.189], [-1.335, -1.118, -1.289], [-1.022, 0.595, -1.796]], "atomic_forces_ev_per_a": [[-0.9, 0.5, 1.0], [-1.9, 0.2, -0.4], [2.1, -0.3, 0.2], [0.1, 0.3, 1.1], [-2.1, 0.1, -0.8], [0.1, -0.5, -0.4], [0.2, 0.1, -0.6], [1.9, -0.5, -0.5], [0.4, 0.3, 0.1], [0.2, -0.3, 0.3]], "lowdin_charge": [-0.158, -0.178, -0.074, -0.194, 0.161, 0.092, 0.092, 0.019, 0.121, 0.120], "smiles": "COCC#N", "total_charge": 0, "e_tot_ha": -247.2084, "orbital_gap_ev": 11.049, "homo_ev": -10.40}

---

{"formula": "C3H5NO", "method": "ωB97M-V/def2-TZVPD", "elements": ["N", "C", "C", "C", "O", "H", "H", "H", "H", "H"], "coordinates": [[-0.942, 1.378, 1.441], [-0.265, 0.671, 0.504], [-0.619, -0.213, -0.468], [0.427, -1.037, -1.079], [1.582, -0.932, -0.812], [-0.534, 1.541, 2.506], [-2.033, 1.095, 1.872], [0.803, 0.955, 0.547], [-1.693, -0.493, -0.481], [0.136, -1.812, -1.777]], "atomic_forces_ev_per_a": [[-4.3, 0.1, 6.4], [1.7, -0.4, -0.2], [-1.6, 0.3, 1.5], [-1.4, 0.5, 0.0], [2.1, 0.2, 0.3], [-0.2, -0.5, -4.3], [3.8, 0.6, -2.8], [-0.4, -0.5, 0.0], [0.8, -0.1, -0.5], [-0.6, -0.4, -0.5]], "lowdin_charge": [-0.025, -0.258, -0.086, -0.333, 0.022, 0.161, 0.186, 0.130, 0.100, 0.103], "smiles": "N/C=C/C=O", "total_charge": 0, "e_tot_ha": -247.2297, "orbital_gap_ev": 9.298, "homo_ev": -8.82}